1.
C12H20Br10F6InO6S2 as an isolated structure. Source: the OMol25 dataset; level of theory: the ωB97M-V functional and the def2-TZVPD basis.

Each line ends with the natural charge from an NBO analysis.
Geometry (Å):
In: 5.78 1.15 19.99  1.354
C: 6.87 -3.21 19.83  0.765
F: 5.75 -3.40 19.16  -0.297
F: 7.12 -4.27 20.57  -0.279
F: 7.84 -2.98 18.99  -0.283
S: 6.64 -1.73 20.94  2.284
O: 7.35 -0.61 20.29  -1.003
O: 5.23 -1.38 20.76  -0.991
O: 7.03 -2.04 22.27  -0.861
C: 2.35 -1.97 18.70  0.755
F: 2.83 -3.06 18.10  -0.296
F: 1.07 -1.77 18.47  -0.294
F: 2.51 -2.06 20.01  -0.296
S: 3.17 -0.42 18.06  2.282
O: 2.99 0.55 19.13  -0.940
O: 4.63 -0.67 17.97  -0.869
O: 2.59 -0.11 16.79  -0.869
Br: 3.14 0.64 22.34  0.169
C: 1.27 -0.04 22.37  -0.395
C: 0.55 0.36 21.13  -0.487
Br: 0.60 2.27 20.87  0.153
H: 0.81 0.47 23.21  0.248
H: 1.40 -1.11 22.54  0.259
H: -0.47 -0.02 21.20  0.262
H: 0.91 -0.06 20.21  0.252
Br: -0.35 -7.15 17.89  -0.008
C: 1.15 -7.26 16.63  -0.445
C: 1.89 -5.96 16.56  -0.469
Br: 0.86 -4.46 15.90  -0.001
H: 0.68 -7.54 15.70  0.238
H: 1.80 -8.05 16.98  0.240
H: 2.85 -5.97 16.05  0.242
H: 2.26 -5.67 17.55  0.216
Br: 4.43 -8.33 19.41  -0.009
C: 2.76 -7.64 20.17  -0.454
C: 2.85 -6.16 20.36  -0.451
Br: 1.16 -5.53 21.07  -0.003
H: 2.55 -8.20 21.07  0.240
H: 1.97 -7.85 19.45  0.229
H: 3.07 -5.57 19.47  0.215
H: 3.64 -5.83 21.03  0.231
Br: 5.10 -1.08 14.05  0.151
C: 5.38 -2.52 15.33  -0.453
C: 5.47 -3.85 14.60  -0.446
Br: 6.08 -5.16 15.91  0.010
H: 4.54 -2.53 16.02  0.237
H: 6.31 -2.32 15.87  0.239
H: 6.22 -3.82 13.80  0.234
H: 4.54 -4.15 14.14  0.234
Br: 1.51 -0.52 13.03  0.102
C: 0.25 -0.05 14.43  -0.450
C: -0.08 -1.29 15.23  -0.457
Br: -1.33 -0.83 16.63  0.022
H: -0.64 0.32 13.93  0.236
H: 0.66 0.70 15.10  0.240
H: 0.83 -1.57 15.75  0.232
H: -0.50 -2.07 14.61  0.233

The charge is +1. The lowest unoccupied orbital energy is -0.370 Ha. As for the HOMO energy: -0.43673 hartree. For the orbital gap, the calculation gives 1.8155 eV. The calculation puts the energy above the lowest of the compared OMol25 structures with the same formula, charge and spin at 0.0 kcal per mole.

=====

2.
C12H20BrN2O2PTm as an isolated structure. Source: the OMol25 dataset; level of theory: the ωB97M-V functional and the def2-TZVPD basis.

Each line ends with the Löwdin spin population.
Geometry (Å):
C: 0.59 -1.98 -1.62  0.000
C: 0.20 -0.56 -2.11  0.027
N: 0.14 0.41 -1.18  0.082
C: -0.17 1.75 -1.37  0.026
C: -0.27 2.11 -2.73  0.114
C: -0.15 1.14 -3.71  -0.004
C: 0.08 -0.23 -3.45  0.115
C: -0.25 2.60 -0.21  0.487
P: -0.14 2.08 1.46  0.068
H: 0.19 -1.01 -4.17  0.006
H: -0.43 3.15 -2.93  0.004
H: -0.23 1.43 -4.74  -0.003
C: -1.53 -2.69 -0.53  0.000
C: 0.62 -3.45 0.43  0.000
H: -0.42 3.65 -0.40  0.021
H: 1.69 -2.04 -1.43  0.000
H: 0.31 -2.75 -2.35  0.000
C: -1.62 2.46 2.47  0.022
C: 1.31 2.77 2.34  0.027
H: -1.50 1.99 3.45  0.003
H: -1.64 3.56 2.50  0.000
H: -2.50 2.02 1.97  0.000
H: 1.34 2.33 3.35  0.002
H: 2.23 2.52 1.77  0.000
H: 1.09 3.85 2.34  0.000
H: 0.62 -4.35 -0.21  0.000
H: 1.65 -3.12 0.63  0.000
H: 0.11 -3.65 1.40  0.000
H: -1.62 -3.61 -1.13  0.000
H: -2.00 -2.80 0.47  0.000
H: -2.02 -1.82 -1.00  0.000
C: -0.02 -1.00 3.09  -0.002
O: -0.14 -1.33 4.18  0.000
Tm: -0.19 -0.56 0.80  2.013
O: 2.31 -0.40 0.59  0.000
H: 2.76 -0.02 1.37  0.000
H: 2.43 0.28 -0.12  0.000
N: -0.10 -2.44 -0.37  -0.002
Br: -2.73 -0.31 1.16  -0.005

The expectation value of S² is 3.785. The charge is +2. The lowest unoccupied orbital energy (spin up / spin down) is -0.273 / -0.323 Ha. Its spin multiplicity is 4. As for the HOMO energy (spin up / spin down): -0.56589 / -0.56990 hartree. For the orbital gap (spin up / spin down), the calculation gives 7.9720 / 6.7078 eV.

=====

3.
C12H20Cl2O3Ru as an isolated structure. Source: the OMol25 dataset; level of theory: the ωB97M-V functional and the def2-TZVPD basis.

Each line ends with the Löwdin spin population.
Geometry (Å):
C: -0.72 -1.57 0.28  0.148
C: 0.34 -1.77 -0.63  0.097
C: 0.44 -0.64 -1.47  0.193
C: 1.20 -2.99 -0.72  0.010
C: -0.56 0.32 -1.11  0.037
C: -1.34 -0.25 -0.01  0.030
C: -2.80 0.04 0.26  0.010
C: -1.20 -2.56 1.29  0.020
C: 1.40 -0.52 -2.60  0.032
C: -1.10 1.35 -2.04  0.002
Ru: 0.10 0.82 1.16  2.800
Cl: 2.47 -0.47 1.13  0.094
Cl: 0.57 0.20 3.46  0.216
O: -0.94 2.49 1.20  0.177
H: 1.27 -3.48 0.27  0.001
H: 2.22 -2.71 -1.05  0.002
H: 0.78 -3.72 -1.46  0.004
H: 2.41 -0.75 -2.26  0.006
H: 1.41 0.50 -2.98  0.000
H: 1.15 -1.21 -3.41  0.011
H: -0.24 1.89 -2.47  0.000
H: -1.72 2.05 -1.46  0.000
H: -1.70 0.91 -2.87  0.001
H: -2.92 1.12 0.10  0.000
H: -2.97 -0.18 1.34  0.002
H: -3.52 -0.52 -0.39  0.002
H: -0.33 -2.98 1.83  0.002
H: -1.76 -3.39 0.81  0.009
H: -1.85 -2.04 2.02  0.001
H: -0.65 3.11 0.51  0.010
O: -1.48 0.60 2.50  0.178
H: -1.91 0.89 3.34  0.014
C: 2.48 2.72 1.36  -0.012
C: 1.68 2.07 0.28  -0.061
O: 1.78 2.09 -0.92  -0.034
H: 3.23 1.98 1.74  -0.001
H: 1.76 3.10 2.13  0.000
H: 3.01 3.53 0.85  -0.001

The expectation value of S² is 6.085. The charge is -2. The lowest unoccupied orbital energy (spin up / spin down) is 0.212 / 0.212 Ha. Its spin multiplicity is 5. As for the HOMO energy (spin up / spin down): 0.02477 / 0.01921 hartree. For the orbital gap (spin up / spin down), the calculation gives 5.0830 / 5.2347 eV.

=====

4.
C12H20CrN2O5SSe2 as an isolated structure. Source: the OMol25 dataset; level of theory: the ωB97M-V functional and the def2-TZVPD basis.

Each line ends with the Löwdin spin population.
Geometry (Å):
Cr: -9.29 -5.86 6.94  3.633
C: -12.07 -4.49 8.10  0.014
Se: -10.23 -4.43 8.84  0.012
C: -10.46 -5.71 10.42  0.006
C: -11.43 -5.21 11.39  0.000
Se: -10.54 -4.70 13.06  0.000
C: -9.03 -3.57 12.50  0.000
H: -12.26 -3.47 7.90  0.000
H: -12.82 -4.78 8.86  0.001
H: -11.96 -5.10 7.16  0.002
H: -9.47 -5.77 10.88  0.001
H: -10.71 -6.68 9.95  0.000
H: -12.10 -5.98 11.69  0.000
H: -12.01 -4.29 11.08  0.000
H: -9.43 -3.10 11.61  0.000
H: -8.07 -4.10 12.23  0.000
H: -8.82 -2.90 13.31  0.000
O: -9.22 -4.05 3.74  0.005
S: -9.64 -3.92 5.12  0.012
O: -10.41 -2.70 5.44  0.004
O: -8.54 -4.08 6.27  0.031
O: -10.43 -5.27 5.45  0.095
C: -10.79 -9.64 8.49  0.002
C: -10.06 -8.69 7.53  0.036
O: -9.61 -7.56 7.86  0.055
N: -9.86 -9.16 6.27  0.018
C: -9.82 -8.41 5.03  0.009
C: -8.50 -7.75 4.70  0.016
C: -7.82 -7.86 3.47  -0.002
C: -6.47 -7.52 3.39  0.014
C: -5.90 -6.76 4.42  -0.001
C: -6.79 -6.22 5.35  0.023
N: -8.08 -6.73 5.54  0.004
H: -10.05 -10.37 8.83  0.002
H: -11.64 -10.15 7.97  0.000
H: -11.22 -9.15 9.35  0.000
H: -10.15 -10.17 6.14  0.001
H: -10.56 -7.61 5.14  0.003
H: -10.10 -8.99 4.16  0.001
H: -8.28 -8.42 2.65  0.000
H: -5.80 -7.89 2.64  0.001
H: -4.83 -6.51 4.39  0.000
H: -6.52 -5.38 5.96  0.004

The expectation value of S² is 6.017. The charge is 0. The lowest unoccupied orbital energy (spin up / spin down) is -0.010 / -0.010 Ha. Its spin multiplicity is 5. As for the HOMO energy (spin up / spin down): -0.24564 / -0.30928 hartree. For the orbital gap (spin up / spin down), the calculation gives 6.4092 / 8.1359 eV. The calculation puts the energy above the lowest of the compared OMol25 structures with the same formula, charge and spin at 14.9 kcal per mole.

=====

5.
A 3-piece molecular cluster, C12H20F7NO8S overall. Source: the OMol25 dataset; level of theory: the ωB97M-V functional and the def2-TZVPD basis.

Each line ends with the natural charge from an NBO analysis.
Geometry (Å):
C: -3.08 -0.95 -2.55  -0.612
C: -2.18 -0.97 -3.80  -0.419
C: -1.10 0.09 -3.77  -0.053
O: -0.17 -0.23 -2.73  -0.540
C: 1.10 0.29 -2.88  0.061
N: 2.07 -0.83 -2.92  -0.387
O: 2.22 -1.38 -1.64  -0.528
S: 3.55 -0.43 -3.56  2.500
O: 4.42 -1.53 -3.48  -0.867
O: 3.33 0.31 -4.74  -0.896
F: 4.04 0.61 -2.47  -0.496
H: -3.04 0.01 -2.05  0.209
H: -4.12 -1.15 -2.83  0.211
H: -2.80 -1.73 -1.85  0.208
H: -1.72 -1.94 -3.93  0.213
H: -2.78 -0.77 -4.69  0.207
H: -1.55 1.07 -3.55  0.171
H: -0.59 0.13 -4.73  0.176
H: 1.34 0.92 -2.01  0.178
H: 1.22 0.88 -3.78  0.208
H: 2.47 -0.65 -1.04  0.460
C: 1.27 3.72 3.23  -0.640
C: 0.27 2.62 2.96  -0.077
O: -0.57 2.93 1.82  -0.470
C: -0.05 2.68 0.64  0.702
O: 1.04 2.24 0.38  -0.565
C: -1.09 2.97 -0.47  0.899
F: -1.71 4.14 -0.27  -0.303
F: -2.02 2.00 -0.48  -0.311
F: -0.50 3.00 -1.66  -0.308
H: 0.76 4.68 3.36  0.217
H: 1.83 3.49 4.14  0.227
H: 1.97 3.82 2.41  0.223
H: -0.43 2.51 3.79  0.205
H: 0.75 1.66 2.80  0.203
C: 0.21 -2.14 1.03  -0.647
C: -1.00 -2.60 1.80  -0.079
O: -0.63 -3.10 3.11  -0.473
C: -0.43 -2.17 4.03  0.697
O: -0.52 -0.99 3.89  -0.559
C: -0.10 -2.84 5.39  0.899
F: 0.79 -3.82 5.24  -0.305
F: -1.21 -3.35 5.92  -0.309
F: 0.40 -1.93 6.23  -0.301
H: 0.94 -2.94 0.94  0.221
H: -0.08 -1.82 0.03  0.239
H: 0.69 -1.30 1.53  0.215
H: -1.49 -3.44 1.31  0.200
H: -1.73 -1.80 1.92  0.199

As for the SMILES: CCCOCN(O)S(=O)(=O)F.CCOC(=O)C(F)(F)F.CCOC(=O)C(F)(F)F. The charge is 0. The lowest unoccupied orbital energy is 0.019 Ha. As for the HOMO energy: -0.38967 hartree. For the orbital gap, the calculation gives 11.1132 eV.

=====

6.
A 2-piece molecular cluster, C12H20FNO7S3 overall. Source: the OMol25 dataset; level of theory: the ωB97M-V functional and the def2-TZVPD basis.

Each line ends with the natural charge from an NBO analysis.
Geometry (Å):
O: 2.18 1.00 2.37  -0.875
S: 2.95 1.65 1.35  1.769
O: 2.15 1.62 -0.02  -0.700
C: 1.06 2.58 -0.07  -0.078
C: -0.26 1.94 0.34  -0.450
C: -1.47 2.66 -0.28  -0.209
N: -2.63 1.79 -0.47  -0.606
C: -3.71 2.03 0.46  -0.222
C: -4.94 1.15 0.35  -0.084
C: -5.79 1.17 1.45  -0.186
C: -6.97 0.46 1.49  -0.222
C: -7.34 -0.31 0.40  -0.205
C: -6.52 -0.35 -0.70  -0.245
C: -5.33 0.36 -0.74  0.281
O: -4.60 0.31 -1.92  -0.694
O: 4.00 0.38 0.79  -0.887
S: 5.37 0.79 0.14  2.598
O: 5.18 1.76 -0.87  -0.885
O: 6.12 -0.40 -0.05  -0.881
F: 5.99 1.54 1.37  -0.476
H: 1.03 2.95 -1.10  0.211
H: 1.30 3.42 0.58  0.182
H: -0.24 0.89 0.04  0.217
H: -0.34 1.96 1.43  0.219
H: -1.19 3.11 -1.23  0.183
H: -1.77 3.48 0.38  0.191
H: -2.34 0.82 -0.44  0.347
H: -3.37 1.96 1.50  0.168
H: -4.04 3.07 0.32  0.203
H: -5.51 1.78 2.31  0.206
H: -7.61 0.50 2.37  0.215
H: -8.27 -0.87 0.39  0.215
H: -6.79 -0.94 -1.57  0.223
H: -3.95 -0.39 -1.88  0.477
C: 4.93 -3.33 -0.90  -0.834
S: 6.30 -4.16 -1.71  1.258
O: 5.72 -4.94 -2.83  -0.986
C: 6.62 -5.32 -0.38  -0.832
H: 4.55 -2.57 -1.58  0.239
H: 4.15 -4.05 -0.67  0.226
H: 5.29 -2.84 0.01  0.236
H: 5.72 -5.91 -0.19  0.228
H: 6.93 -4.78 0.51  0.226
H: 7.42 -5.98 -0.71  0.238

The charge is 0. The lowest unoccupied orbital energy is 0.003 Ha. As for the HOMO energy: -0.32182 hartree. For the orbital gap, the calculation gives 8.8262 eV.

=====

Which value of charge does entry 2 give? +2

=====

Which of these has the lowest charge? C12H20Cl2O3Ru

=====

charge of number 4 (C12H20CrN2O5SSe2)? 0